The following is a DFT calculation (the ωB97M-V functional and the def2-TZVPD basis) of a structure of composition C27H41N4O6PdSSbSi3 in a non-equilibrium geometry.

Positions of all 84 atoms, in Å:
H: -3.00 -5.25 0.67
O: 0.05 -0.58 -6.19
H: 4.95 0.30 2.28
H: -1.63 3.64 2.94
Sb: 0.41 0.62 1.25
H: -1.77 -0.40 -5.24
C: -2.16 -4.67 0.30
C: 0.97 -0.31 -5.20
H: -1.85 4.16 -0.81
H: 2.43 -1.86 -5.44
H: 3.99 1.68 2.79
H: -0.26 -2.36 3.14
N: -2.84 1.05 -2.72
H: -3.33 4.37 -2.83
H: -3.25 1.20 1.64
H: 2.03 -2.62 1.59
H: -3.28 -0.41 0.90
S: -1.66 -1.52 -2.12
C: -1.41 0.62 4.30
O: -0.53 -1.42 -3.04
Pd: 0.54 0.00 -1.16
O: 4.16 1.55 -1.66
C: 1.30 3.95 0.21
H: 2.38 3.88 0.33
C: -2.05 1.03 -1.66
N: -1.69 2.12 -0.95
C: 4.02 0.86 2.08
C: -0.01 -3.20 -0.67
H: -3.39 -3.30 -0.80
C: 2.26 -0.60 4.12
Si: 2.58 -0.31 2.29
H: -1.81 1.64 4.20
H: 0.80 2.99 4.10
H: 1.45 4.50 3.46
H: -1.94 -2.48 3.65
H: 3.74 -1.03 -3.48
H: -0.39 0.70 4.68
H: 1.04 3.45 -0.72
H: 1.03 5.00 0.12
C: -1.31 -2.83 -0.98
N: -1.54 -0.18 -1.16
H: 4.09 1.24 1.07
C: 2.85 -0.50 -3.80
H: -1.53 -2.64 1.94
H: -3.98 -0.16 2.51
C: -2.97 3.41 -2.49
H: 3.08 -1.82 0.39
N: -0.63 -6.11 1.49
C: 2.45 0.62 -3.08
C: 1.34 3.43 3.26
C: -1.29 -2.11 2.86
C: 2.89 -1.96 1.46
C: -2.15 3.28 -1.38
H: 3.76 -2.43 1.92
Si: 0.42 3.16 1.65
H: -1.37 -6.79 1.57
Si: -1.53 -0.27 2.65
H: -3.94 2.21 -4.00
O: 2.51 0.34 -0.77
O: -2.95 -1.80 -2.66
H: 2.34 2.99 3.23
C: 0.57 0.81 -4.50
O: -0.60 1.29 -5.04
H: -1.54 0.59 -6.73
H: 1.23 -4.59 0.38
H: 0.95 2.20 -2.92
H: -2.04 3.25 1.26
C: -3.29 2.23 -3.12
C: -3.17 0.13 1.85
H: -2.01 0.10 5.05
C: -2.38 -3.58 -0.51
H: 0.29 -6.53 1.45
C: -1.08 0.20 -5.83
C: -0.86 -5.05 0.64
H: 3.01 -1.29 4.51
C: 3.14 0.91 -1.77
H: 0.82 -2.65 -1.08
C: -1.33 3.78 1.90
H: 1.28 -1.05 4.30
H: 2.32 0.32 4.69
H: -1.39 4.84 1.67
C: 0.21 -4.30 0.14
C: 2.12 -0.98 -4.89
C: 1.29 1.32 -3.45

HOMO level (alpha / beta): -7.73 / -7.73 eV
LUMO energy (alpha / beta): -0.45 / -0.45 eV
HOMO-LUMO gap (alpha / beta): 7.28 / 7.27 eV
DFT total energy: -91398.4840 eV